No. 1
{
  "formula": "C26H25NO4",
  "method": "ωB97M-V with the def2-TZVPD basis set",
  "relative_energy_kj_mol": 265.3,
  "e_tot_ev": -37046.7893,
  "smiles": "COc1ccc(CN(CC[C@@H](c2ccccc2)c2ccco2)C(=O)c2ccco2)cc1",
  "orbital_gap_ev": 8.96,
  "species": ["O", "O", "O", "O", "N", "C", "C", "C", "C", "C", "C", "C", "C", "C", "C", "C", "C", "C", "C", "C", "C", "C", "C", "C", "C", "C", "C", "C", "C", "C", "C", "H", "H", "H", "H", "H", "H", "H", "H", "H", "H", "H", "H", "H", "H", "H", "H", "H", "H", "H", "H", "H", "H", "H", "H", "H"],
  "xyz": [[1.85375, 2.89120, -0.19710], [0.42115, 0.79054, -2.66862], [4.01788, -4.55993, 0.79262], [-1.91838, -0.77447, 2.11212], [0.29672, 0.37845, -0.45394], [-0.11097, -0.99393, -0.71851], [-0.55533, 1.85031, 1.39904], [0.60126, 1.15842, -1.51494], [-3.46564, 0.07492, -1.97562], [3.21794, -2.80241, -0.70531], [-2.57504, 2.24314, -2.43543], [1.15184, 3.53284, -2.21028], [1.85867, 4.60234, -1.62092], [-2.50181, 0.44427, 2.16173], [5.24243, -4.61577, 0.10350], [0.98646, -1.95375, -0.34431], [2.26570, 4.15060, -0.40258], [2.18139, -1.95262, -1.04875], [0.84734, -2.82819, 0.72682], [-2.06327, 1.54942, 1.25443], [-3.46664, 0.44920, 3.12678], [-3.47174, -0.84609, 3.70016], [-2.47252, 1.35731, -0.19482], [3.06972, -3.67858, 0.36479], [0.41306, 0.75251, 0.93956], [1.87085, -3.68290, 1.07794], [-3.11777, 0.21377, -0.64227], [-3.18513, 1.08251, -2.87873], [1.16633, 2.50712, -1.29923], [-2.50983, -1.54427, 3.04387], [-2.23054, 2.38093, -1.10512], [-0.34370, 2.76991, 0.85590], [-4.09714, 1.27196, 3.39547], [-0.07650, -2.84445, 1.28653], [5.77769, -3.66185, 0.15476], [0.23754, -0.15149, 1.52277], [1.76978, -4.36811, 1.90491], [-2.58708, 2.44603, 1.61367], [-1.76782, 3.29951, -0.77252], [2.83613, 4.61092, 0.38037], [-1.01751, -1.21308, -0.15336], [-0.32826, -1.05308, -1.78797], [-2.16119, -2.55350, 3.14043], [2.04259, 5.56816, -2.04445], [5.82875, -5.38362, 0.60600], [-0.34767, 2.03842, 2.45558], [-3.44523, 0.96900, -3.92008], [-3.36210, -0.58014, 0.04785], [1.43212, 1.08987, 1.15424], [-2.36635, 3.04436, -3.12828], [2.29941, -1.27732, -1.88345], [4.13074, -2.77432, -1.27932], [5.10177, -4.89736, -0.94516], [0.68639, 3.50258, -3.17303], [-3.95707, -0.82854, -2.30622], [-4.10313, -1.20073, 4.48847]],
  "nbo_charge": [-0.40, -0.63, -0.49, -0.43, -0.43, -0.25, -0.38, 0.64, -0.22, -0.32, -0.19, -0.24, -0.32, 0.30, -0.25, -0.08, 0.10, -0.12, -0.19, -0.29, -0.30, -0.31, -0.02, 0.30, -0.24, -0.26, -0.17, -0.21, 0.16, 0.08, -0.22, 0.21, 0.23, 0.21, 0.17, 0.23, 0.22, 0.24, 0.21, 0.21, 0.22, 0.26, 0.20, 0.23, 0.20, 0.22, 0.21, 0.21, 0.22, 0.21, 0.21, 0.22, 0.18, 0.25, 0.21, 0.23]
}

***

No. 2
{
  "formula": "C3H6N4",
  "method": "ωB97M-V with the def2-TZVPD basis set",
  "relative_energy_kj_mol": 454.5,
  "e_tot_ev": -9164.1451,
  "orbital_gap_ev": [8.00, 8.00],
  "species": ["N", "N", "N", "N", "C", "C", "C", "H", "H", "H", "H", "H", "H"],
  "xyz": [[2.29557, 0.48329, -0.13859], [-0.09164, 1.84565, 0.83425], [-1.44124, 0.20747, -0.39327], [-1.21238, -2.04445, 0.42688], [-1.01677, -0.84174, 0.69309], [-0.03685, 0.72552, 0.24297], [1.13432, 0.08959, -0.43837], [0.90561, -0.73467, -1.12314], [3.01813, -0.03766, -0.63343], [-0.69896, -2.71279, 0.99616], [-2.11810, 0.89948, -0.08525], [0.84412, 2.21661, 0.98155], [-1.58182, -0.09629, -1.36285]],
  "nbo_charge": [-0.58, -0.73, -0.69, -0.71, 0.21, 0.35, 0.06, 0.17, 0.35, 0.37, 0.43, 0.38, 0.40]
}

***

No. 3
{
  "formula": "C3H5NO2",
  "method": "ωB97M-V with the def2-TZVPD basis set",
  "relative_energy_kj_mol": 306.4,
  "e_tot_ev": -8774.5194,
  "smiles": "N/C=C(\\O)C=O",
  "orbital_gap_ev": 8.20,
  "species": ["O", "O", "N", "C", "C", "C", "H", "H", "H", "H", "H"],
  "xyz": [[0.78816, 1.74437, 0.11439], [-1.80306, -0.54061, -0.49285], [1.18848, -1.22246, -0.21551], [-0.76424, 0.24203, -0.02607], [-0.48456, 1.57405, -0.13678], [0.53635, -0.24754, 0.42452], [-1.16709, 2.40894, -0.29343], [2.08999, -1.53599, 0.11149], [-2.23660, -0.96104, 0.26152], [0.96597, -1.39793, -1.18461], [0.88658, -0.06383, 1.43733]],
  "nbo_charge": [-0.65, -0.69, -0.74, -0.03, 0.21, 0.25, 0.17, 0.40, 0.47, 0.41, 0.20]
}

***

No. 4
{
  "formula": "CH9N4",
  "method": "ωB97M-V with the def2-TZVPD basis set",
  "relative_energy_kj_mol": 462.5,
  "total_charge": 1,
  "e_tot_ev": -7133.9584,
  "orbital_gap_ev": 9.19,
  "species": ["N", "N", "N", "N", "C", "H", "H", "H", "H", "H", "H", "H", "H", "H"],
  "xyz": [[-2.47729, 0.02736, -2.35389], [1.94568, -0.53641, 2.12149], [-1.49843, 0.62423, -1.59716], [0.31995, 0.93847, 0.21553], [-1.09175, 0.20685, -0.44871], [-2.70710, -0.82379, -1.88453], [-1.05398, 1.48815, -1.89590], [1.03167, 0.27900, 0.65080], [-1.36864, -0.61055, 0.10081], [-2.26258, 0.11243, -3.33137], [0.71402, 1.53195, -0.51362], [1.21882, -0.55730, 2.78390], [2.56852, -1.34667, 2.19441], [2.46694, 0.33023, 2.09003]],
  "nbo_charge": [-0.59, -1.11, -0.28, -0.83, 0.36, 0.40, 0.44, 0.44, 0.22, 0.42, 0.37, 0.38, 0.40, 0.38]
}

***

No. 5
{
  "formula": "C25H36N6O3",
  "method": "ωB97M-V with the def2-TZVPD basis set",
  "relative_energy_kj_mol": 89.8,
  "e_tot_ev": -41591.9731,
  "smiles": "CCC[C@@H](c1nnnn1CCOC)N(Cc1cc2cc(C)c(C)cc2[nH]c1=O)C[C@H]1CCCO1",
  "orbital_gap_ev": 8.43,
  "species": ["O", "O", "O", "N", "N", "N", "N", "N", "N", "C", "C", "C", "C", "C", "C", "C", "C", "C", "C", "C", "C", "C", "C", "C", "C", "C", "C", "C", "C", "C", "C", "C", "C", "C", "H", "H", "H", "H", "H", "H", "H", "H", "H", "H", "H", "H", "H", "H", "H", "H", "H", "H", "H", "H", "H", "H", "H", "H", "H", "H", "H", "H", "H", "H", "H", "H", "H", "H", "H", "H"],
  "xyz": [[3.41111, -2.67889, 0.21592], [-0.23838, 1.30271, 2.34526], [-2.99512, 2.81178, 1.36230], [-1.05029, 0.69906, -2.03568], [-1.83071, 0.07380, 1.32883], [-1.54890, 1.68489, -1.41984], [0.20301, 0.48441, -1.66482], [-0.61529, 2.16484, -0.58992], [2.46312, 0.31352, 0.30425], [4.52669, -3.23879, 0.86526], [2.75149, 2.51046, -0.79752], [1.65276, 3.70936, -2.77064], [-2.26803, -1.01155, 0.61960], [-0.53328, 0.29447, 1.69982], [-3.59825, -4.45622, -1.56504], [-1.34972, -2.02165, 0.28348], [5.06011, -0.97239, 0.29750], [-0.83473, 3.31267, 0.25067], [3.88702, -1.55893, -0.51795], [5.35796, -2.04599, 1.35344], [0.01853, -1.82570, 0.62937], [-3.13342, -3.25393, -0.80158], [2.58922, 2.59104, -2.32234], [-2.33418, 3.60932, 0.41238], [-5.47649, -2.32930, -0.88548], [-2.76282, 3.17668, 2.71073], [1.79062, 1.56113, -0.03467], [-4.04182, -2.22755, -0.47216], [-3.60151, -1.12578, 0.23118], [-1.81468, -3.13539, -0.42488], [0.42984, -0.70656, 1.27208], [2.75545, -0.56670, -0.81208], [0.49308, 1.39043, -0.75608], [1.88069, -0.36403, 1.46301], [-2.77443, -5.14461, -1.73350], [6.41532, -2.29205, 1.42068], [-5.93466, -3.22490, -0.46690], [-4.28666, -0.32822, 0.48088], [1.56322, 2.03021, 0.93005], [-1.10597, -3.90815, -0.68554], [-2.44861, 4.67081, 0.67404], [-0.38446, 3.10834, 1.22687], [-2.89911, 4.25427, 2.84998], [1.98185, 0.30617, 2.32233], [5.10982, -3.84553, 0.15518], [0.63029, 3.52546, -2.45211], [-5.55549, -2.39301, -1.96994], [3.75904, 2.17084, -0.55399], [-4.38238, -4.98060, -1.01954], [5.91874, -0.78645, -0.34517], [3.57147, 2.77363, -2.76397], [-2.84000, 3.41136, -0.53616], [-4.00582, -4.16172, -2.53135], [4.16153, -3.88096, 1.66763], [1.87582, -1.13302, -1.14364], [-3.50454, 2.64161, 3.30199], [-0.34144, 4.18081, -0.20012], [2.21830, 1.64520, -2.71868], [2.45710, -1.27021, 1.63254], [5.01052, -1.72654, 2.33543], [4.26044, -1.92784, -1.48832], [2.64147, 3.51697, -0.38844], [-2.48895, 0.83150, 1.50668], [3.08532, 0.05600, -1.64156], [-1.76170, 2.88514, 3.04066], [4.75212, -0.03541, 0.75675], [0.74186, -2.57632, 0.34336], [1.65066, 3.78060, -3.85586], [1.97408, 4.66773, -2.36610], [-6.03695, -1.46159, -0.54834]],
  "nbo_charge": [-0.54, -0.70, -0.55, -0.06, -0.57, -0.09, -0.34, -0.21, -0.44, -0.07, -0.40, -0.60, 0.18, 0.64, -0.62, -0.05, -0.45, -0.27, 0.10, -0.43, -0.12, -0.04, -0.42, -0.07, -0.63, -0.27, -0.11, 0.03, -0.23, -0.16, -0.15, -0.25, 0.36, -0.25, 0.22, 0.21, 0.22, 0.21, 0.25, 0.21, 0.17, 0.26, 0.17, 0.22, 0.16, 0.20, 0.22, 0.23, 0.21, 0.21, 0.21, 0.23, 0.22, 0.19, 0.22, 0.19, 0.21, 0.22, 0.23, 0.21, 0.17, 0.20, 0.44, 0.21, 0.21, 0.23, 0.23, 0.21, 0.20, 0.22]
}

***

No. 6
{
  "formula": "C4H12S",
  "method": "ωB97M-V with the def2-TZVPD basis set",
  "relative_energy_kj_mol": 39.3,
  "e_tot_ev": -15177.2986,
  "smiles": "CSC.CC",
  "orbital_gap_ev": 9.49,
  "species": ["S", "C", "C", "C", "C", "H", "H", "H", "H", "H", "H", "H", "H", "H", "H", "H", "H"],
  "xyz": [[0.86018, -1.00027, -1.68648], [-1.93389, 1.23252, 1.12473], [-1.02127, 2.39483, 0.68985], [0.30290, -2.55737, -0.93772], [2.36646, -0.65306, -0.70876], [-0.69250, -2.70867, -1.34861], [-1.33869, 0.34929, 0.91009], [2.29959, 0.37366, -0.35292], [3.19344, -0.83663, -1.37796], [2.39462, -1.24800, 0.20191], [-2.16933, 1.15752, 2.18775], [-0.53856, 2.83600, 1.55894], [-0.41627, 2.10353, -0.15747], [-1.62752, 3.22526, 0.35774], [0.96080, -3.36912, -1.22182], [0.25362, -2.48448, 0.14705], [-2.89358, 1.18498, 0.61369]],
  "nbo_charge": [0.16, -0.61, -0.62, -0.73, -0.74, 0.23, 0.20, 0.23, 0.22, 0.22, 0.20, 0.21, 0.21, 0.20, 0.21, 0.21, 0.20]
}